Below is 16 unconnected molecules or ions with the total composition C19H68IN26O15 at a distorted geometry, with properties calculated with ωB97M-V with the def2-TZVPD basis set.

Geometry as XYZ:
```
129
Properties=species:S:1:pos:R:3:mulliken_charge:R:1
I -0.0098 -0.4627 -0.4198 -0.506
C 6.1800 2.2449 2.1005 -1.613
C 4.6123 2.0977 2.3422 0.673
C 4.0829 1.0504 1.3067 -1.309
O 4.4832 1.7340 3.6714 -0.651
H 6.5185 2.7030 1.1711 0.377
H 6.7513 1.3175 2.1396 0.312
H 6.4939 2.9853 2.8363 0.387
H 4.1314 3.0284 2.0408 0.233
H 4.6892 0.1492 1.2147 0.242
H 4.1714 1.4984 0.3170 0.605
H 3.0061 0.8831 1.3273 0.108
H 4.2778 0.8061 3.8068 0.629
C -2.8586 3.1422 0.4501 -1.591
C -4.0722 3.2635 -0.5085 0.434
C -5.0263 2.0587 -0.2979 -1.201
O -4.8191 4.4495 -0.2219 -0.603
H -2.2007 3.9889 0.2546 0.585
H -2.3309 2.2231 0.1954 0.429
H -3.1685 3.2668 1.4876 0.554
H -3.6720 3.2578 -1.5223 0.117
H -4.6358 1.0573 -0.4789 -0.071
H -5.7413 2.0535 -1.1206 0.454
H -5.4969 1.9983 0.6834 0.432
H -4.2644 5.2326 -0.1975 0.346
C 0.4064 2.7010 -3.3428 0.596
O 0.2048 3.4453 -4.1973 -0.704
N 1.3942 1.8669 -3.3650 0.136
N -0.2543 2.7044 -2.2664 0.565
H 2.0849 2.0639 -4.0751 0.124
H 1.5230 1.2204 -2.5998 -0.191
H -1.0416 3.3274 -2.1560 -0.072
H -0.0427 2.0934 -1.4905 -0.626
C 1.6583 -4.5201 1.7024 0.384
O 2.8672 -4.7447 1.9262 -0.887
N 1.1267 -4.1877 0.4999 0.080
N 0.7697 -4.5204 2.6006 -0.082
H 0.1962 -3.8009 0.5681 -0.171
H 1.6307 -4.1024 -0.3712 0.213
H -0.1626 -4.3166 2.2696 0.148
H 1.0833 -4.4239 3.5558 0.276
C 3.9651 -2.9163 -1.1025 0.619
O 2.9440 -3.2527 -1.6188 -0.724
N 5.1355 -3.3951 -1.3581 -0.472
N 3.9466 -1.9851 -0.1645 0.323
H 5.9222 -2.7940 -1.1584 0.183
H 5.1025 -4.2327 -1.9215 0.275
H 3.0474 -1.6439 0.1440 -0.276
H 4.8217 -1.7059 0.2552 0.071
C -3.7617 1.8572 3.8284 0.560
O -4.6500 2.6967 3.7880 -0.677
N -3.7053 0.7087 3.0691 -0.081
N -2.7266 1.9025 4.6934 -0.304
H -2.9525 0.0463 3.1898 0.473
H -4.4355 0.5358 2.3931 -0.089
H -1.9592 1.2465 4.6622 0.132
H -2.5805 2.7042 5.2902 0.222
C 3.6388 -1.7787 3.3490 0.525
O 3.9584 -0.7469 3.8702 -0.842
N 2.5026 -1.8386 2.6417 0.798
N 4.2189 -2.9382 3.4100 -0.192
H 2.4253 -2.6882 2.1012 -0.419
H 1.7862 -1.1266 2.6352 -0.139
H 3.9646 -3.7130 2.8141 0.186
H 4.8179 -3.0392 4.2169 0.246
C 3.5743 -0.6877 -4.4053 0.825
O 4.7548 -0.6198 -4.2944 -0.703
N 2.9219 -0.1978 -5.4262 -0.399
N 2.7773 -1.0630 -3.5008 0.242
H 1.9942 -0.5030 -5.6836 0.143
H 3.4378 0.4722 -5.9785 0.215
H 3.0455 -1.4328 -2.6000 -0.086
H 1.8627 -1.0349 -3.9285 -0.280
C -1.1419 -1.1152 3.8888 0.103
O -1.5530 -1.4155 5.0536 -0.798
N -0.3994 -0.1068 3.7302 0.190
N -1.4038 -1.8251 2.7821 0.925
H -0.2478 0.2330 2.7913 -0.219
H -0.0732 0.5151 4.4562 0.298
H -0.8897 -1.6381 1.9330 -0.750
H -1.9589 -2.6688 2.7946 -0.020
C -1.7985 -3.3205 -3.7160 0.643
O -2.4381 -3.8863 -4.5907 -0.786
N -0.7222 -2.6872 -4.0019 -0.215
N -2.1706 -3.0488 -2.5039 0.093
H -0.0914 -2.1946 -3.3858 0.124
H -0.5750 -2.7056 -5.0010 0.141
H -3.1585 -3.2172 -2.3781 0.073
H -1.6930 -2.4033 -1.8913 -0.226
C -4.6898 -1.6703 -0.1519 0.224
O -4.6518 -1.8249 -1.3071 -0.657
N -5.7599 -2.0420 0.4464 -0.368
N -3.7402 -1.3181 0.6637 1.282
H -5.8362 -1.6008 1.3517 0.114
H -6.5823 -2.4322 0.0087 0.259
H -3.8110 -1.5610 1.6415 0.067
H -2.8135 -1.0018 0.4162 -0.889
C 2.8564 5.2067 -1.9728 0.724
O 1.8981 5.7890 -1.5172 -0.660
N 3.6487 5.6750 -2.8246 -0.381
N 3.1827 3.9371 -1.6849 -0.172
H 4.3580 4.9997 -3.0711 0.129
H 3.4894 6.5206 -3.3536 0.238
H 2.7928 3.4832 -0.8712 -0.067
H 3.8373 3.4621 -2.2898 0.160
C -3.4944 1.6018 -3.9151 0.677
O -2.6483 2.3707 -4.3716 -0.679
N -3.2376 0.3863 -3.5369 -0.058
N -4.8098 1.7617 -3.8779 -0.316
H -2.2826 0.0869 -3.6724 0.066
H -4.0209 -0.1288 -3.1609 -0.023
H -5.2194 2.4305 -4.5142 0.241
H -5.3302 0.9112 -3.7173 0.158
C -2.7372 -5.0961 0.7873 0.612
O -1.8459 -4.6483 1.4914 -0.688
N -2.5906 -5.9397 -0.2135 -0.377
N -4.0243 -4.8079 0.8900 -0.421
H -3.4442 -6.2454 -0.6585 0.124
H -1.6678 -6.1927 -0.5366 0.230
H -4.2742 -4.4070 1.7827 0.211
H -4.6245 -5.0623 0.1185 0.160
C 0.6492 4.1794 2.4594 0.411
O 0.8470 4.7863 3.4768 -0.762
N -0.1282 4.5451 1.5132 -0.076
N 1.1495 3.0361 2.2280 0.320
H -0.6853 3.9501 0.9169 0.016
H -0.4860 5.4688 1.7107 0.235
H 1.0341 2.5974 1.3256 -0.226
H 1.6675 2.6086 2.9823 0.071
```

## Properties
HOMO   -6.8 eV
Total charge   -1
Frontier orbital gap   8.32 eV